# 1
The ion C7H5N2O3S with charge -1. Source: the OMol25 dataset; level of theory: the ωB97M-V functional and the def2-TZVPD basis.

Geometry as XYZ:
```
18
Properties=species:S:1:pos:R:3:mulliken_spin:R:1
C 0.839 -1.081 0.060 -0.136
C 0.542 -2.443 0.228 0.268
C -0.353 -0.354 -0.093 0.266
C -1.535 -1.075 0.096 0.006
C -2.900 -0.676 0.019 0.246
C -4.402 1.013 -0.026 0.055
C -0.410 1.105 -0.489 -0.021
N -3.152 0.538 -0.275 0.081
N -4.514 -0.939 1.285 0.894
O -3.864 -1.634 0.183 0.042
O -4.900 2.009 -0.545 0.113
O -5.112 0.212 0.848 0.081
S -1.136 -2.706 0.538 0.068
H 1.877 -0.771 -0.023 -0.005
H 1.303 -3.287 0.280 0.011
H 0.302 1.587 0.061 0.012
H 0.020 1.306 -1.456 0.017
H -1.513 1.533 -0.507 0.005
```

Properties
Energy: -1003.030799 Ha
HOMO (spin up / spin down): -1.56 / -4.58 eV
ΔE to the lowest compared entry with this formula, charge and spin: 0.0 kJ/mol
⟨S²⟩: 2.04
Total charge: -1
E_LUMO (spin up / spin down): 3.24 / 2.77 eV
Kohn-Sham gap (spin up / spin down): 4.80 / 7.35 eV
2S+1: 3

# 2
A structure of composition C7H5NO11P2S3SbW. Source: the OMol25 dataset; level of theory: the ωB97M-V functional and the def2-TZVPD basis.

Geometry as XYZ:
```
31
Properties=species:S:1:pos:R:3:mulliken_spin:R:1
W 1.434 -0.475 0.817 0.771
O -0.753 -3.893 0.540 0.000
P -0.315 -2.863 -0.580 0.010
O -1.091 -2.877 -1.803 -0.001
O -0.173 -1.498 0.165 0.016
O 1.250 -3.308 -0.814 -0.001
P 2.400 -2.871 0.168 0.020
O 3.402 -4.054 0.255 0.000
O 1.814 -2.511 1.527 0.008
O 2.941 -1.520 -0.286 0.022
H -1.498 -4.434 0.247 0.000
H 3.819 -4.349 -0.566 0.000
O -3.641 2.823 -2.804 0.005
C -3.400 3.296 -1.689 0.001
O -3.879 4.207 -1.007 0.001
C -2.270 2.525 -0.947 0.008
C -2.331 2.302 0.424 -0.005
C -1.324 1.609 1.059 0.010
N -0.214 1.210 0.409 -0.023
C -0.178 1.415 -0.930 0.003
C -1.172 2.021 -1.645 0.003
C 1.040 0.727 -1.439 0.008
O 1.126 -0.112 -2.278 -0.003
O 1.990 0.913 -0.429 0.019
H -3.166 2.701 0.982 0.000
H -1.377 1.397 2.116 -0.001
H -1.137 2.102 -2.723 0.000
S 1.292 3.711 3.444 0.040
Sb 1.667 1.696 2.695 0.043
S 3.408 0.333 2.152 0.024
S 0.336 -0.222 2.941 0.023
```

Properties
Energy: -3337.030556 Ha
HOMO (spin up / spin down): -8.18 / -8.16 eV
ΔE to the lowest compared entry with this formula, charge and spin: 282.4 kJ/mol
⟨S²⟩: 0.76
E_LUMO (spin up / spin down): -3.60 / -4.07 eV
Kohn-Sham gap (spin up / spin down): 4.58 / 4.09 eV
2S+1: 2